1.
DFT (ωB97M-V/def2-TZVPD) results for a single C4H10N4 molecule in a non-equilibrium geometry.

The value obtained for the energy above the lowest of the compared OMol25 structures with the same formula, charge and spin is 374.39 kJ/mol. As for the frontier orbital gap: 9.59 eV. The multiplicity is 1. Its SMILES is C=NN/C=N/N(C)C. The calculation puts the max |F| at 2.83 eV Å⁻¹. Its calculated total energy is -377.3042 Ha.

Positions of all 18 atoms, in Å:
C 3.381 0.496 -0.534
N 2.866 -0.498 0.073
N 1.577 -0.153 0.704
C 0.449 -0.053 -0.104
N -0.686 -0.150 0.527
N -1.722 0.136 -0.400
C -2.595 -1.098 -0.362
C -2.510 1.239 0.174
H 2.980 1.512 -0.530
H 4.350 0.263 -0.932
H 1.419 -0.870 1.418
H 0.655 0.037 -1.162
H -1.915 -1.937 -0.687
H -3.460 -1.050 -1.017
H -2.786 -1.316 0.697
H -3.159 0.822 0.919
H -2.893 1.803 -0.726
H -1.780 1.893 0.642

Atom charges from the Mulliken analysis, given in e for atoms 1 to 8: -0.28 -0.48 -0.13 -0.03 -0.68 0.11 -0.93 -0.79

=====

2.
DFT (ωB97M-V/def2-TZVPD) results for a single C4H10N4 molecule in a non-equilibrium geometry.

The value obtained for the energy above the lowest of the compared OMol25 structures with the same formula, charge and spin is 311.92 kJ/mol. As for the frontier orbital gap: 8.20 eV. The multiplicity is 1. Its SMILES is Cc1c(N)n(C)n1N. The calculation puts the max |F| at 1.68 eV Å⁻¹. Its calculated total energy is -377.3280 Ha.

Positions of all 18 atoms, in Å:
C 2.190 -0.370 -0.932
C 0.844 -0.159 -0.353
C -0.092 -0.820 0.355
N -0.190 -1.984 1.100
N -1.071 0.205 0.267
C -1.584 0.810 1.475
N 0.048 1.040 -0.426
N -0.266 1.514 -1.681
H 2.480 -1.413 -0.825
H 2.927 0.255 -0.426
H 2.197 -0.102 -1.989
H -1.144 -2.304 1.204
H 0.423 -2.717 0.772
H -0.785 1.137 2.149
H -2.199 1.668 1.202
H -2.211 0.081 1.991
H -0.719 0.820 -2.280
H -0.848 2.342 -1.602

Atom charges from the Mulliken analysis, given in e for atoms 1 to 8: -1.06 0.18 0.32 -0.52 -0.18 -0.83 -0.05 -0.61

=====

3.
DFT (ωB97M-V/def2-TZVPD) results for a molecular structure, C4H10N4 in a non-equilibrium geometry.

The value obtained for the energy above the lowest of the compared OMol25 structures with the same formula, charge and spin is 523.48 kJ/mol. As for the frontier orbital gap: 8.22 eV. The multiplicity is 1. The calculation puts the max |F| at 2.43 eV Å⁻¹. Its calculated total energy is -377.2474 Ha.

Positions of all 18 atoms, in Å:
C -1.617 0.746 -1.148
C 0.902 -1.941 -0.995
C 0.765 0.319 0.408
C 0.377 -0.620 -0.578
N -0.801 0.133 2.130
N 1.597 1.417 0.529
N 0.238 -0.470 1.365
N -0.219 0.356 -1.238
H -0.416 0.890 2.693
H -1.112 -0.580 2.780
H 1.803 1.858 -0.356
H 1.288 2.105 1.203
H -1.690 1.834 -1.107
H -2.102 0.463 -2.088
H -2.137 0.301 -0.297
H 1.203 -2.512 -0.119
H 0.143 -2.493 -1.549
H 1.778 -1.806 -1.633

Atom charges from the Mulliken analysis, given in e for atoms 1 to 8: -0.78 -1.24 0.14 0.92 -0.53 -0.54 -0.29 -0.45

=====

4.
DFT (ωB97M-V/def2-TZVPD) results for a single C4H10N4 molecule in a non-equilibrium geometry.

The value obtained for the energy above the lowest of the compared OMol25 structures with the same formula, charge and spin is 327.00 kJ/mol. As for the frontier orbital gap: 8.41 eV. The multiplicity is 1. Its SMILES is CN1N[C@@]2(N)C[C@@]12N. The calculation puts the max |F| at 3.08 eV Å⁻¹. Its calculated total energy is -377.3223 Ha.

Positions of all 18 atoms, in Å:
C 2.167 0.639 0.313
N 1.012 0.495 -0.551
N -0.090 1.369 -0.103
C -1.083 0.344 -0.081
N -2.183 0.435 0.764
C -0.993 -0.584 -1.259
C 0.223 -0.724 -0.375
N 0.642 -1.775 0.460
H 2.615 1.615 0.128
H 1.926 0.547 1.377
H 2.871 -0.143 0.040
H -0.259 2.171 -0.711
H -1.998 0.872 1.659
H -3.046 0.712 0.314
H -0.860 -0.145 -2.243
H -1.677 -1.423 -1.222
H 0.295 -1.718 1.414
H 0.439 -2.687 0.075

Atom charges from the Mulliken analysis, given in e for atoms 1 to 8: -0.78 -0.12 -0.45 0.34 -0.50 -0.77 0.17 -0.57

=====

5.
DFT (ωB97M-V/def2-TZVPD) results for 3 unconnected molecules or ions with the total composition C4H10N4 in a non-equilibrium geometry.

The value obtained for the energy above the lowest of the compared OMol25 structures with the same formula, charge and spin is 533.60 kJ/mol. As for the frontier orbital gap: 8.76 eV. The multiplicity is 1. The charge is +2. The calculation puts the max |F| at 6.63 eV Å⁻¹. Its calculated total energy is -376.6001 Ha.

Positions of all 18 atoms, in Å:
C 4.363 -0.624 0.548
C -1.487 -0.716 -0.344
C -2.281 -0.931 0.910
C 0.468 2.234 -0.110
N -0.213 -0.424 -0.194
N 3.281 -0.486 0.278
N -2.073 -0.776 -1.558
N 0.744 0.185 -0.073
H 5.496 -0.674 0.761
H -1.701 -0.627 1.920
H -2.469 -2.035 0.899
H -3.153 -0.402 0.958
H 0.449 2.536 0.896
H 1.490 2.451 -0.603
H -0.505 2.171 -0.569
H -2.862 -1.371 -1.606
H -1.684 -0.423 -2.461
H 2.137 -0.089 0.348

Atom charges from the Mulliken analysis, given in e for atoms 1 to 8: 0.08 0.64 -1.05 -0.50 0.39 0.00 -0.34 -0.63

=====

6.
DFT (ωB97M-V/def2-TZVPD) results for a molecular structure, C4H10N4O in a non-equilibrium geometry.

The value obtained for the energy above the lowest of the compared OMol25 structures with the same formula, charge and spin is 1231.47 kJ/mol. As for the frontier orbital gap: 8.12 eV. The multiplicity is 1. The calculation puts the max |F| at 6.17 eV Å⁻¹. Its calculated total energy is -452.2288 Ha.

Positions of all 19 atoms, in Å:
C -2.502 1.490 -0.185
C -0.414 -0.098 -0.289
C 2.695 -0.144 0.938
C 3.132 0.011 -0.479
H -3.281 1.987 1.013
H -3.017 0.382 -0.997
H -2.006 2.537 -0.865
H -0.654 1.961 0.838
H -1.056 -2.127 -0.974
H -3.192 -0.613 0.494
H 2.402 -1.084 1.679
H 3.186 0.605 1.672
H 3.669 0.974 -0.804
H 3.038 -0.715 -1.248
N -1.082 1.047 0.362
N -1.368 -1.094 -0.540
N 0.788 -0.382 -0.552
N 1.748 0.541 -0.094
O -2.146 -1.531 0.631

Atom charges from the Mulliken analysis, given in e for atoms 1 to 8: -0.90 0.27 -0.38 -0.31 0.21 0.37 0.29 0.32

=====

7.
DFT (ωB97M-V/def2-TZVPD) results for 2 unconnected molecules or ions with the total composition C4H10N4O in a non-equilibrium geometry.

The value obtained for the energy above the lowest of the compared OMol25 structures with the same formula, charge and spin is 84.35 kJ/mol. As for the frontier orbital gap: 10.97 eV. The multiplicity is 1. The charge is +2. The calculation puts the max |F| at 1.25 eV Å⁻¹. Its calculated total energy is -452.0038 Ha.

Positions of all 19 atoms, in Å:
C -0.590 -0.375 1.028
C 0.596 -1.990 -1.343
C 1.196 1.041 1.076
C 0.237 1.490 -0.050
N 0.520 -0.120 1.637
N 1.594 -2.384 -0.862
N -0.835 0.494 0.051
N -1.902 0.437 -0.871
O -0.395 -1.450 -1.649
H -1.251 -1.193 1.280
H 2.187 0.759 0.705
H 1.336 1.806 1.846
H -0.154 2.498 0.124
H 0.712 1.455 -1.034
H 0.911 -0.643 2.414
H 2.326 -3.053 -0.981
H -1.661 -0.321 -1.586
H -2.017 1.347 -1.357
H -2.811 0.202 -0.427

Atom charges from the Mulliken analysis, given in e for atoms 1 to 8: -0.10 0.53 -0.47 -0.45 0.00 -0.29 0.12 -0.37

=====

8.
DFT (ωB97M-V/def2-TZVPD) results for a gas-phase ion, C4H10N5O4 (charge -1) in a non-equilibrium geometry.

The value obtained for the energy above the lowest of the compared OMol25 structures with the same formula, charge and spin is 136.39 kJ/mol. As for the frontier orbital gap (spin up / spin down): 4.55 / 7.20 eV. The multiplicity is 3. The charge is -1. Its expectation value of S² is 2.009. The calculation puts the max |F| at 5.58 eV Å⁻¹. Its calculated total energy is -732.8206 Ha.

Positions of all 23 atoms, in Å:
C 0.574 0.335 0.569
C 0.264 1.542 -1.765
C -0.013 -0.760 1.564
C 0.125 0.131 -0.887
N -0.732 1.583 -2.769
N 0.998 -0.902 -1.395
N -1.390 2.660 -3.111
N 0.568 -1.436 -2.485
N -0.409 -2.099 1.237
O -1.154 3.717 -2.530
O -0.416 -0.957 -3.119
O -2.228 2.621 -4.027
O 1.177 -2.428 -2.898
H 1.717 0.139 0.385
H 0.281 1.341 0.845
H 0.143 2.471 -1.099
H 1.169 1.699 -2.241
H -1.107 -0.333 1.901
H 0.714 -0.907 2.365
H -0.880 -0.155 -1.044
H -1.198 0.718 -2.957
H 0.325 -2.698 0.934
H -1.078 -1.935 0.544

Atom charges from the Mulliken analysis, given in e for atoms 1 to 8: -0.59 -0.88 -0.78 0.01 0.07 -0.63 0.82 0.94

=====

> Look up the energy above the lowest of the compared OMol25 structures with the same formula, charge and spin of the seventh one.

84.35 kJ/mol

=====

> What is the calculated total energy in the eighth record?

-732.8206 Ha